<one>
The following is a DFT calculation (ωB97M-V with the def2-TZVPD basis set) of a single C4H13N3 molecule.

Properties
**E_HOMO**: -9.1 eV
**HOMO-LUMO gap**: 10.159 eV
**Spin multiplicity**: 1

Each line ends with the natural charge from an NBO analysis.
CARTESIAN COORDINATES (ANGSTROEM)
1 N -2.638 -0.145 -0.142  -0.84
2 C -1.825 0.890 0.538  -0.22
3 C -0.483 0.985 -0.207  -0.41
4 C 0.403 -0.272 0.002  -0.08
5 N 0.830 -0.542 1.398  -0.82
6 C 1.619 -0.293 -0.884  -0.22
7 N 2.256 -1.652 -0.844  -0.82
8 H -2.963 0.128 -1.057  0.36
9 H -3.337 -0.412 0.535  0.37
10 H -1.721 0.418 1.522  0.17
11 H -2.081 1.954 0.672  0.18
12 H -0.680 1.181 -1.266  0.20
13 H 0.141 1.832 0.114  0.19
14 H -0.278 -1.093 -0.215  0.21
15 H 1.350 0.311 1.664  0.33
16 H 0.036 -0.343 2.013  0.35
17 H 1.389 -0.114 -1.946  0.19
18 H 2.379 0.454 -0.586  0.16
19 H 2.536 -1.742 0.128  0.36
20 H 3.067 -1.545 -1.437  0.34

***

<two>
The following is a DFT calculation (ωB97M-V with the def2-TZVPD basis set) of a single C4H13N3 molecule.

Properties
**E_HOMO**: -8.2 eV
**HOMO-LUMO gap**: 9.223 eV
**Spin multiplicity**: 1

Each line ends with the natural charge from an NBO analysis.
CARTESIAN COORDINATES (ANGSTROEM)
1 C 0.167 1.651 -0.680  -0.62
2 C -0.243 0.953 0.609  -0.07
3 N 0.137 1.868 1.768  -0.85
4 C 0.454 -0.384 0.902  -0.22
5 N 0.160 -1.446 -0.120  -0.31
6 C -1.212 -1.615 -0.575  -0.43
7 N 1.117 -1.479 -1.184  -0.67
8 H -0.197 2.685 -0.693  0.23
9 H -0.266 1.157 -1.554  0.20
10 H 1.255 1.675 -0.798  0.21
11 H -1.331 0.848 0.650  0.19
12 H -0.130 1.463 2.665  0.36
13 H 1.139 2.055 1.770  0.35
14 H 0.083 -0.776 1.857  0.19
15 H 1.540 -0.251 0.976  0.22
16 H -1.499 -0.871 -1.326  0.16
17 H -1.342 -2.608 -1.021  0.20
18 H -1.913 -1.550 0.264  0.20
19 H 0.829 -0.935 -1.998  0.32
20 H 1.252 -2.439 -1.512  0.35

***

The structure with the least stability is <two>.

***

<one>
The following is a DFT calculation (ωB97M-V with the def2-TZVPD basis set) of a single C4H13N3 molecule.

Properties
**E_HOMO**: -8.5 eV
**HOMO-LUMO gap**: 9.515 eV
**Spin multiplicity**: 1

Each line ends with the natural charge from an NBO analysis.
CARTESIAN COORDINATES (ANGSTROEM)
1 N 2.597 1.158 -1.013  -0.85
2 C 1.703 0.016 -1.004  -0.22
3 C 1.215 -0.392 0.416  -0.42
4 C -0.126 -1.163 0.497  -0.22
5 N -1.172 -0.639 -0.373  -0.65
6 C -2.430 -0.266 0.233  -0.05
7 N -2.514 0.972 0.963  -0.85
8 H 3.571 0.988 -0.829  0.36
9 H 2.239 1.929 -0.474  0.35
10 H 0.904 0.281 -1.690  0.17
11 H 2.177 -0.849 -1.461  0.19
12 H 1.999 -1.047 0.790  0.20
13 H 1.160 0.534 0.998  0.18
14 H -0.429 -1.078 1.543  0.19
15 H 0.107 -2.159 0.142  0.18
16 H -0.814 0.092 -0.972  0.35
17 H -3.155 -0.196 -0.574  0.18
18 H -2.713 -1.114 0.857  0.17
19 H -1.726 1.148 1.589  0.35
20 H -2.593 1.786 0.364  0.36

***

<two>
The following is a DFT calculation (ωB97M-V with the def2-TZVPD basis set) of 2 unconnected molecules or ions with the total composition C4H13N3.

Properties
**E_HOMO**: -7.4 eV
**HOMO-LUMO gap**: 8.151 eV
**Spin multiplicity**: 1

Each line ends with the natural charge from an NBO analysis.
CARTESIAN COORDINATES (ANGSTROEM)
1 C 0.624 1.185 -0.757  -0.63
2 C 1.071 -0.204 1.426  -0.63
3 C 1.728 -1.048 -0.855  -0.65
4 C 0.643 -0.152 -0.142  0.12
5 N -3.287 0.774 0.260  -0.41
6 N -0.737 -0.646 -0.117  -0.84
7 N -4.069 -0.118 0.040  -0.28
8 H 0.006 1.896 -0.104  0.21
9 H 1.604 1.550 -0.550  0.22
10 H 0.200 1.210 -1.730  0.22
11 H 0.522 0.488 2.144  0.22
12 H 2.181 -0.031 1.667  0.21
13 H 0.750 -1.142 1.801  0.20
14 H 1.694 -2.199 -0.628  0.22
15 H 1.907 -0.820 -1.956  0.22
16 H 2.630 -0.672 -0.375  0.21
17 H -3.630 1.528 0.832  0.32
18 H -2.270 0.715 -0.176  0.35
19 H -1.026 -0.737 -1.044  0.35
20 H -0.541 -1.578 0.262  0.36

***

The structure with the least stability is <two>.

***

<one>
The following is a DFT calculation (ωB97M-V with the def2-TZVPD basis set) of 2 unconnected molecules or ions with the total composition C4H13N3.

Properties
**E_HOMO**: -8.8 eV
**HOMO-LUMO gap**: 9.507 eV
**Spin multiplicity**: 1

Each line ends with the natural charge from an NBO analysis.
CARTESIAN COORDINATES (ANGSTROEM)
1 N -2.820 0.965 0.670  -0.77
2 C -2.003 1.091 -0.295  0.58
3 N -2.498 1.282 -1.580  -0.85
4 N -0.637 1.547 -0.154  -0.88
5 H -2.378 0.838 1.574  0.34
6 H -3.480 1.517 -1.569  0.42
7 H -1.806 1.514 -2.278  0.38
8 H -0.300 1.455 0.795  0.41
9 H -0.191 1.884 -0.998  0.40
10 C 1.261 -2.168 -0.349  -0.61
11 C 0.864 -0.919 0.428  -0.44
12 C 2.096 -0.201 0.975  -0.61
13 H 1.896 -1.931 -1.205  0.20
14 H 1.895 -2.815 0.264  0.20
15 H 0.406 -2.778 -0.639  0.21
16 H 0.226 -1.214 1.266  0.19
17 H 0.227 -0.048 -0.223  0.23
18 H 1.793 0.719 1.476  0.19
19 H 2.671 -0.806 1.678  0.20
20 H 2.777 0.069 0.164  0.20

***

<two>
The following is a DFT calculation (ωB97M-V with the def2-TZVPD basis set) of 2 unconnected molecules or ions with the total composition C4H13N3.

Properties
**E_HOMO**: -8.8 eV
**HOMO-LUMO gap**: 8.364 eV
**Spin multiplicity**: 1

Each line ends with the natural charge from an NBO analysis.
CARTESIAN COORDINATES (ANGSTROEM)
1 N 0.160 -1.371 -0.508  -0.71
2 C 0.319 -0.064 -0.425  0.21
3 C -0.351 0.439 0.869  -0.46
4 C -1.826 0.809 0.655  -0.21
5 N -2.501 -0.157 -0.211  -0.88
6 C 1.764 0.441 -0.553  -0.25
7 N 2.533 -0.174 0.516  -0.83
8 H -0.492 0.913 -2.124  0.12
9 H 0.281 -1.731 -1.458  0.34
10 H -0.377 0.440 -1.435  0.02
11 H 0.196 1.267 1.321  0.22
12 H -0.271 -0.377 1.587  0.24
13 H -2.328 0.918 1.619  0.18
14 H -1.839 1.789 0.162  0.17
15 H -3.433 -0.375 0.106  0.36
16 H -1.954 -1.010 -0.282  0.38
17 H 2.117 0.170 -1.560  0.17
18 H 1.781 1.534 -0.484  0.19
19 H 3.524 -0.171 0.321  0.37
20 H 2.201 -1.124 0.616  0.37

***

<three>
The following is a DFT calculation (ωB97M-V with the def2-TZVPD basis set) of a molecular structure, C4H13N3.

Properties
**E_HOMO (alpha / beta)**: -6.3 / -6.3 eV
**HOMO-LUMO gap (alpha / beta)**: 5.914 / 5.911 eV
**Spin multiplicity**: 1

Each line ends with the natural charge from an NBO analysis.
CARTESIAN COORDINATES (ANGSTROEM)
1 C 0.311 0.884 0.809  0.15
2 C -0.837 -0.951 -1.965  -0.42
3 C 1.005 0.687 2.147  -0.66
4 C 0.976 1.908 -0.102  -0.67
5 N -0.315 -1.398 -0.682  -0.52
6 N -1.029 0.844 0.863  -0.48
7 N -0.771 -2.670 -0.411  -0.70
8 H -1.418 1.129 -0.041  0.33
9 H 0.279 -0.446 -0.030  0.39
10 H -1.759 -2.880 -0.557  0.33
11 H -0.438 -3.062 0.464  0.36
12 H -0.437 0.036 -2.197  0.18
13 H -0.574 -1.641 -2.777  0.19
14 H -1.930 -0.861 -1.938  0.15
15 H 0.894 1.583 2.764  0.24
16 H 0.640 2.920 0.140  0.24
17 H 0.550 -0.149 2.683  0.24
18 H 2.074 0.507 2.009  0.21
19 H 2.065 1.865 -0.035  0.22
20 H 0.714 1.695 -1.143  0.23

***

<four>
The following is a DFT calculation (ωB97M-V with the def2-TZVPD basis set) of a molecular structure, C4H13N3.

Properties
**E_HOMO**: -6.5 eV
**HOMO-LUMO gap**: 7.398 eV
**Spin multiplicity**: 1

Each line ends with the natural charge from an NBO analysis.
CARTESIAN COORDINATES (ANGSTROEM)
1 C -0.852 0.653 -0.936  0.26
2 C 0.786 -0.574 0.414  -0.08
3 C 2.294 -0.650 0.270  -0.64
4 C -2.142 0.116 -0.380  -0.66
5 N 0.237 -0.140 -0.947  -0.63
6 N -0.393 1.840 0.533  -1.00
7 N 0.298 -1.855 0.846  -0.86
8 H 0.959 0.197 -1.575  0.37
9 H -0.960 1.304 -1.802  0.20
10 H 0.211 0.873 0.927  0.37
11 H -0.674 -1.861 1.115  0.35
12 H -1.130 2.214 1.117  0.38
13 H 0.222 2.587 0.237  0.37
14 H 0.457 -2.611 0.178  0.33
15 H -2.003 -0.260 0.632  0.22
16 H 2.622 -1.416 -0.457  0.17
17 H 2.728 0.308 -0.034  0.19
18 H 2.728 -0.917 1.233  0.23
19 H -2.900 0.899 -0.365  0.22
20 H -2.490 -0.709 -1.005  0.23

***

The structure with the least stability is <three>.